A) {
  "formula": "C3H6ClF",
  "method": "ωB97M-V with the def2-TZVPD basis set",
  "elements": ["C", "C", "C", "H", "H", "H", "H", "H", "H", "F", "Cl"],
  "positions_angstrom": [[-0.55, -0.64, 0.31], [0.41, 0.39, -0.16], [1.95, 0.53, 0.36], [-0.32, -1.48, -0.58], [-0.23, -0.96, 1.41], [-0.09, 1.50, -0.15], [0.44, 0.18, -1.39], [2.34, 1.48, -0.59], [2.00, 0.75, 1.50], [2.37, -0.53, -0.26], [-2.14, 0.10, -0.05]],
  "charge": 0,
  "homo_ev": -10.25,
  "lumo_energy_ev": 0.849,
  "homo_lumo_gap_ev": 11.10
}

B) {
  "formula": "C3H6ClF",
  "method": "ωB97M-V with the def2-TZVPD basis set",
  "elements": ["C", "C", "C", "F", "Cl", "H", "H", "H", "H", "H", "H"],
  "positions_angstrom": [[0.81, 1.21, -0.60], [0.21, -0.02, -0.10], [1.29, -0.28, 1.02], [0.38, -1.26, -0.85], [-1.47, 0.11, 0.22], [1.88, 1.10, -0.81], [0.32, 1.92, -1.60], [0.94, 1.71, 0.54], [1.01, 0.45, 1.87], [2.35, 0.30, 0.55], [1.37, -1.44, 1.43]],
  "charge": 0,
  "smiles": "CC(C)(F)Cl",
  "homo_ev": -11.07,
  "lumo_energy_ev": 0.759,
  "homo_lumo_gap_ev": 11.83
}

Going by the energies, B) is most stable and the next is 0.0280 hartree up.

A) {
  "formula": "CH5NO2P",
  "method": "ωB97M-V with the def2-TZVPD basis set",
  "elements": ["C", "N", "O", "O", "P", "H", "H", "H", "H", "H"],
  "positions_angstrom": [[-0.02, -1.73, 0.22], [-0.24, -1.11, -0.85], [1.10, 3.31, 0.46], [-0.33, 1.28, 0.41], [1.24, 1.90, 0.31], [0.07, -1.01, 1.08], [-0.16, -2.84, 0.35], [-1.12, 1.78, 0.57], [-0.30, -0.01, -0.72], [-0.25, -1.57, -1.85]],
  "charge": 1,
  "homo_ev": -15.29,
  "lumo_energy_ev": -5.349,
  "homo_lumo_gap_ev": 9.94
}

B) {
  "formula": "CH5NO2P",
  "method": "ωB97M-V with the def2-TZVPD basis set",
  "elements": ["C", "N", "O", "O", "P", "H", "H", "H", "H", "H"],
  "positions_angstrom": [[-0.99, -0.39, 1.09], [-0.11, -1.31, 1.09], [2.01, 1.47, -2.48], [0.03, 1.17, -0.95], [1.64, 0.88, -1.20], [-2.02, -0.45, 0.78], [-0.81, 0.62, 1.43], [-0.26, 1.43, -1.86], [-0.24, -2.16, 0.51], [0.76, -1.26, 1.59]],
  "charge": 1,
  "homo_ev": -14.66,
  "lumo_energy_ev": -5.886,
  "homo_lumo_gap_ev": 8.78
}

Going by the energies, B) is most stable and the next is 0.0034 hartree up.

A) {
  "formula": "C19H26N2O3S",
  "method": "ωB97M-V with the def2-TZVPD basis set",
  "elements": ["C", "C", "O", "C", "C", "C", "C", "C", "O", "N", "C", "C", "C", "C", "C", "C", "S", "N", "C", "C", "C", "C", "O", "C", "C", "H", "H", "H", "H", "H", "H", "H", "H", "H", "H", "H", "H", "H", "H", "H", "H", "H", "H", "H", "H", "H", "H", "H", "H", "H", "H"],
  "positions_angstrom": [[-5.97, 2.08, -1.22], [-4.59, 2.28, -0.62], [-4.05, 1.01, -0.33], [-2.83, 0.92, 0.24], [-2.01, 1.99, 0.55], [-0.75, 1.80, 1.11], [-0.31, 0.51, 1.39], [1.03, 0.19, 1.94], [1.23, -0.79, 2.63], [2.02, 1.07, 1.60], [3.39, 0.67, 1.73], [3.97, 0.02, 0.45], [2.91, -0.80, -0.24], [2.71, -2.14, -0.08], [1.58, -2.63, -0.78], [0.93, -1.66, -1.46], [1.68, -0.13, -1.27], [4.70, 0.98, -0.37], [5.37, 0.34, -1.49], [3.98, 2.16, -0.80], [-1.14, -0.57, 1.11], [-2.38, -0.39, 0.52], [-3.24, -1.39, 0.19], [-2.86, -2.73, 0.45], [-3.98, -3.63, -0.03], [-6.42, 3.03, -1.47], [-5.89, 1.48, -2.13], [-6.60, 1.55, -0.52], [-3.94, 2.81, -1.34], [-4.66, 2.89, 0.29], [-2.34, 3.00, 0.35], [-0.15, 2.66, 1.36], [1.80, 1.76, 0.90], [4.02, 1.52, 2.01], [3.41, -0.07, 2.54], [4.74, -0.70, 0.78], [3.35, -2.76, 0.53], [1.28, -3.66, -0.76], [0.06, -1.74, -2.08], [6.05, 1.06, -1.94], [4.68, -0.02, -2.26], [5.95, -0.50, -1.12], [3.59, 2.69, 0.07], [4.68, 2.82, -1.30], [3.15, 1.95, -1.49], [-0.77, -1.55, 1.35], [-2.69, -2.86, 1.52], [-1.93, -2.96, -0.09], [-3.73, -4.67, 0.16], [-4.90, -3.38, 0.50], [-4.15, -3.48, -1.09]],
  "charge": 0,
  "smiles": "CCOc1ccc(C(=O)NC[C@@H](c2cccs2)N(C)C)cc1OCC",
  "homo_ev": -8.11,
  "lumo_energy_ev": 0.600,
  "homo_lumo_gap_ev": 8.71
}

B) {
  "formula": "C19H26N2O3S",
  "method": "ωB97M-V with the def2-TZVPD basis set",
  "elements": ["C", "C", "H", "H", "O", "C", "C", "C", "C", "C", "C", "O", "C", "C", "H", "H", "H", "H", "H", "H", "C", "O", "N", "H", "C", "H", "H", "C", "C", "C", "C", "C", "S", "H", "H", "H", "N", "C", "H", "H", "H", "C", "H", "H", "H", "H", "H", "H", "H", "H", "H"],
  "positions_angstrom": [[6.12, 1.83, 0.90], [5.70, 1.55, -0.60], [5.36, 2.57, -1.10], [6.40, 1.10, -1.24], [4.56, 0.39, -0.77], [3.23, 0.79, -0.15], [2.73, 2.01, 0.32], [1.48, 2.34, 0.42], [0.57, 1.28, 0.51], [1.11, -0.06, 0.24], [2.32, -0.02, -0.15], [2.80, -1.31, -0.65], [2.10, -2.73, -0.71], [2.93, -3.62, -1.08], [3.29, -3.49, -2.23], [3.68, -3.91, -0.32], [2.34, -4.77, -1.11], [1.19, -2.42, -1.19], [1.79, -2.67, 0.34], [0.37, -0.81, 0.37], [-0.82, 1.54, 0.95], [-1.38, 2.74, 1.10], [-1.44, 0.61, 1.66], [-1.05, -0.34, 1.85], [-2.82, 0.79, 1.75], [-2.92, 0.05, 2.88], [-2.96, 1.49, 2.21], [-3.82, 0.37, 0.88], [-3.51, 0.65, -0.34], [-2.35, 0.28, -1.17], [-2.30, 1.15, -2.50], [-3.34, 1.93, -2.70], [-4.32, 1.98, -1.19], [-3.52, 2.51, -3.39], [-1.58, 0.82, -3.19], [-1.62, -0.24, -0.95], [-4.19, -1.20, 0.84], [-5.40, -1.49, 0.48], [-6.21, -0.77, 0.49], [-5.84, -2.39, 0.56], [-5.13, -1.53, -0.70], [-3.32, -2.10, 1.01], [-2.42, -2.01, 1.45], [-3.62, -3.30, 1.07], [-2.95, -2.16, -0.35], [-4.62, 0.68, 1.15], [1.23, 3.19, 0.84], [3.61, 2.84, 0.15], [5.31, 2.32, 1.35], [6.31, 0.97, 1.30], [6.91, 2.59, 0.72]],
  "charge": 0,
  "homo_ev": -7.25,
  "lumo_energy_ev": 0.133,
  "homo_lumo_gap_ev": 7.39
}

Going by the energies, A) is most stable and the next is 0.7629 hartree up.